# 1
Entry from the Open Molecules 2025 dataset: a structure of composition C48H49BBrFeN4O5 (the ωB97M-V functional and the def2-TZVPD basis).

Element x y z (Å)
Fe (1.38712, -1.42918, -1.12267)
Br (-4.48472, -5.12667, 2.46749)
C (-3.21787, -3.66807, 2.38546)
C (-3.10088, -2.85899, 3.51262)
C (-1.93626, -2.25568, 3.89180)
C (-0.64660, -2.15476, 3.12586)
O (-0.03992, -0.85644, 3.40231)
C (-1.25181, -3.03529, 1.00034)
C (-0.43445, -3.51790, -0.01026)
N (0.81427, -3.17084, -0.30833)
C (1.97592, -3.95981, 0.08893)
C (1.85996, -5.23729, 0.60669)
C (3.05006, -5.96677, 0.88566)
C (4.29455, -5.49211, 0.60279)
C (4.48136, -4.15106, 0.09705)
C (5.62815, -3.72060, -0.54753)
C (5.66192, -2.41699, -1.12462)
C (4.53015, -1.62257, -1.06931)
N (3.35123, -2.11996, -0.75608)
C (3.30172, -3.36364, -0.18534)
C (-2.42310, -3.75171, 1.26534)
H (-4.01491, -2.71163, 4.14837)
H (-1.79555, -1.67617, 4.78168)
H (-0.90527, -4.24179, -0.71690)
H (0.88854, -5.60345, 0.82328)
H (3.04029, -7.02767, 1.17213)
H (5.17099, -6.07357, 0.63890)
H (6.42505, -4.40936, -0.78291)
H (6.62912, -2.02446, -1.40261)
H (4.47410, -0.54171, -1.16364)
H (-2.89364, -4.26359, 0.42860)
C (-3.00615, 0.14269, -1.24346)
C (-2.21981, 0.88930, -0.10476)
C (-2.92895, 1.45822, 0.98935)
C (-2.72029, 2.52928, 1.94836)
C (-0.26104, 2.45122, 2.02272)
C (-0.10282, 0.95094, 1.38903)
C (1.42758, 0.62266, 1.15220)
C (-0.81708, 0.83902, 0.04936)
N (0.01019, 0.41283, -0.97060)
C (0.01312, 1.04407, -2.12600)
C (-0.78279, 2.25862, -2.39695)
C (0.78087, 0.47497, -3.20276)
C (1.12920, 1.28501, -4.36126)
N (1.38531, -0.67864, -2.99760)
C (1.63471, -1.49350, -4.13769)
C (0.49845, -2.24040, -4.63272)
C (-0.85541, -2.33435, -3.93786)
C (0.66552, -3.02495, -5.76691)
C (1.91707, -3.07968, -6.43188)
C (2.98547, -2.32961, -5.91351)
C (2.87120, -1.43127, -4.86038)
C (4.13296, -0.69084, -4.47127)
H (-4.03966, -0.04572, -1.01121)
H (-2.44620, -0.78184, -1.50766)
H (-3.05417, 0.68893, -2.22213)
H (-3.86712, 0.98291, 1.13141)
H (-3.62140, 2.73645, 2.54645)
H (0.64489, 2.74441, 2.57893)
H (1.98207, 0.88257, 2.06886)
H (1.94592, 1.06337, 0.33217)
H (1.69617, -0.46750, 1.03850)
H (-1.48583, 2.54564, -1.59047)
H (-1.36872, 2.13544, -3.35418)
H (-0.05014, 3.05263, -2.64236)
H (2.10244, 1.74605, -4.27399)
H (0.35164, 2.06268, -4.52394)
H (1.17621, 0.65494, -5.24123)
H (-1.66795, -2.22747, -4.68244)
H (-1.07234, -1.59974, -3.13999)
H (-0.98144, -3.36218, -3.43218)
H (-0.18064, -3.61987, -6.25961)
H (2.08833, -3.79593, -7.23152)
H (3.93941, -2.47525, -6.40499)
H (4.92498, -1.35554, -4.04055)
H (3.94229, -0.00981, -3.61357)
H (4.57250, -0.15080, -5.29416)
C (1.55647, -3.02192, 4.28822)
C (0.38823, -3.29949, 3.33751)
O (0.25570, -4.39406, 2.79412)
O (-0.86322, -1.94375, 1.71728)
H (1.57201, -3.85330, 5.03659)
H (1.48632, -2.01401, 4.80309)
H (2.54995, -3.16318, 3.78128)
C (-4.37513, 6.58341, 2.57810)
C (-2.87427, 6.37799, 2.15542)
C (-1.92902, 7.26917, 2.91052)
C (-2.63534, 6.86308, 0.65316)
C (-2.38185, 4.97403, 2.51100)
C (-2.19518, 4.50773, 3.81427)
C (-1.50947, 3.33848, 4.04880)
C (-1.46889, 2.38001, 2.94766)
O (-1.31093, 1.06498, 3.59788)
B (-0.50354, 0.31520, 2.87221)
O (-0.30474, 4.18664, 0.07332)
C (-0.87023, 3.56851, 1.04433)
C (-2.33708, 3.90319, 1.41415)
H (-4.58827, 7.63036, 2.80569)
H (-4.59687, 5.98537, 3.48642)
H (-5.02308, 6.14790, 1.80044)
H (-2.19760, 8.32186, 2.82301)
H (-0.93054, 6.98526, 2.44604)
H (-1.88283, 7.03027, 3.93897)
H (-2.87520, 7.94187, 0.62959)
H (-3.25855, 6.32326, -0.05545)
H (-1.65129, 6.59278, 0.33929)
H (-2.48680, 5.21923, 4.55707)
H (-0.97127, 3.07692, 4.98698)
H (-2.89555, 4.09188, 0.50235)

Its spin multiplicity is 6. Its expectation value of S² is 8.80. The calculation puts the energy above the lowest of the compared OMol25 structures with the same formula, charge and spin at 1081.9 kJ/mol.



# 2
Entry from the Open Molecules 2025 dataset: a cluster of 2 separate species, CH3I2N2 in total (the ωB97M-V functional and the def2-TZVPD basis).

Element x y z (Å)
C (0.44969, -0.99304, -1.01366)
N (0.09830, -1.13664, -2.13087)
N (0.51780, -0.85526, 0.21165)
I (-1.59291, 3.85376, 1.68658)
I (-0.68255, 1.59301, 2.82440)
H (-0.03968, -1.04542, -3.16616)
H (1.29577, -1.24120, 0.80024)
H (-0.04642, -0.17521, 0.78782)

Its spin multiplicity is 1. As for the total charge: +1. The calculation puts the energy above the lowest of the compared OMol25 structures with the same formula, charge and spin at 37.0 kJ/mol.



# 3
Entry from the Open Molecules 2025 dataset: the molecule C12H17N3O (the ωB97M-V functional and the def2-TZVPD basis).

Element x y z (Å)
C (3.40297, 2.03418, 0.05080)
C (3.02093, 0.58476, 0.08597)
C (3.97330, -0.40585, -0.09420)
C (3.63263, -1.74751, -0.06857)
C (2.31919, -2.11460, 0.16055)
C (1.35344, -1.14371, 0.35401)
C (1.68729, 0.20765, 0.30183)
N (0.72471, 1.20232, 0.50643)
C (-0.55911, 1.31620, 0.01957)
O (-1.26572, 2.24214, 0.36855)
N (-0.95405, 0.36081, -0.85962)
H (-0.28314, -0.31162, -1.19410)
C (-2.25246, 0.39652, -1.48838)
H (-2.73716, 1.32077, -1.16748)
H (-2.12892, 0.43080, -2.57697)
C (-3.13504, -0.82073, -1.15306)
N (-3.68622, -0.96103, 0.17278)
C (-2.87734, -0.97383, 1.36186)
C (-3.83050, 0.12785, 1.10107)
H (-4.77501, 0.15009, 1.62850)
H (-3.41780, 1.10343, 0.87473)
H (-3.13045, -1.74822, 2.07495)
H (-1.81907, -0.75098, 1.30218)
H (-3.99288, -0.79055, -1.83431)
H (-2.57422, -1.73845, -1.36260)
H (1.02784, 2.02851, 1.00207)
H (0.33898, -1.43826, 0.57825)
H (2.04298, -3.15746, 0.20242)
H (4.39074, -2.50088, -0.21816)
H (5.00122, -0.11948, -0.26430)
H (2.75402, 2.58929, -0.62584)
H (3.31767, 2.47988, 1.04309)
H (4.43119, 2.14797, -0.28203)

The SMILES is Cc1ccccc1NC(=O)NCCN1CC1. Its spin multiplicity is 1. The calculation puts the energy above the lowest of the compared OMol25 structures with the same formula, charge and spin at 70.6 kJ/mol.



Number 1: electronic energy -171869.1324 eV. Number 2: electronic energy -20259.1465 eV. Number 3: electronic energy -19237.3451 eV.